[1]
Density functional theory data (the ωB97M-V functional and the def2-TZVPD basis) for a structure of composition C26H21N7O8S2SnTe at a distorted geometry.

Each line ends with the Mulliken charge.
Cartesian coordinates (Å):
H -6.8294 -1.1782 -5.5176  0.3348
C 2.4882 1.6471 -1.3194  -0.8032
N 1.8554 4.8467 1.2170  1.0687
C 3.6737 0.6569 0.9759  -1.0354
H 1.7309 2.4364 2.3381  0.4915
C 2.7506 -2.9629 -1.3649  -0.2191
H 3.3143 4.0464 -2.0500  0.3184
H -3.9044 -0.2752 0.1004  0.2932
C -2.5921 -1.7320 2.3905  0.2555
H -4.3932 -2.1340 -5.8056  0.3527
C -0.1508 -2.9353 4.7609  -0.2510
N -0.1679 -0.5720 4.9561  -0.7203
N -3.7436 -0.9424 0.8511  0.2386
S -4.9156 -0.9015 -2.5009  -0.0019
N -1.1251 -2.9592 3.8597  -0.5824
C -1.1767 0.3761 -0.6839  -0.6302
O 2.5074 4.7193 2.2375  -0.6745
H 1.5316 -0.2748 -1.4678  0.6936
O -2.1672 0.6284 -1.3714  -0.7260
C 0.4026 1.4298 0.9754  0.7134
C -1.5974 -1.7793 3.4755  0.6472
H 2.0156 2.0272 -2.2182  0.2955
H -7.2252 -0.2896 -3.0772  0.3524
N -3.0608 -2.8215 1.7226  -0.5663
Sn -0.4420 -2.9261 -0.8747  0.7071
C -3.7560 -2.2762 0.7461  -0.2813
H 0.4665 0.4690 1.4703  0.9682
C 2.8021 -0.1429 0.2465  -0.0722
C 3.9249 1.9553 0.5673  -0.7316
C 3.3295 2.4710 -0.5841  1.1342
O 2.7175 -3.9553 -3.5172  -0.7361
N -2.9849 -0.5761 1.8925  -0.6256
Te -2.0119 -2.3668 -3.6168  -0.1448
C -0.3695 1.5535 -0.1736  0.4200
S 2.4130 -1.7778 0.8661  1.1715
H -1.0533 2.8366 -1.7302  0.5454
H 0.2688 -3.8913 5.0554  0.4090
C -0.4295 2.7689 -0.8490  -1.0091
C -1.1188 -0.5894 4.0354  -0.0587
C 1.0660 3.7074 0.7469  -0.5320
O 3.6961 -2.3007 1.2993  -0.8181
H 0.2952 4.7994 -0.9233  0.4645
C 2.2168 0.3484 -0.9069  -0.0769
H 2.9742 4.5920 -0.4109  0.2091
C -3.9904 -1.6260 -3.7588  0.0033
H 1.1336 -1.7651 6.0303  0.3779
C -6.0891 -1.1988 -4.7274  -0.3486
H 4.1404 0.2522 1.8648  0.4792
C 3.5760 3.8963 -1.0022  -1.4457
O -0.7336 -0.7714 -0.3367  -0.1027
C 0.3300 -1.7571 5.3025  -0.2972
H 3.4303 -3.7457 -1.0217  0.3765
O 0.7543 -3.3803 -2.6208  -0.4283
C 0.3028 3.8528 -0.4035  -0.3573
C -6.3247 -0.7366 -3.4681  -0.6680
H 4.6231 4.1724 -0.8659  0.4578
H -4.2537 -2.7954 -0.0568  0.5282
C 1.1197 2.5149 1.4511  -0.9478
N 1.7954 -2.5785 -0.3334  -0.2146
O 1.8300 5.8778 0.5612  -0.6551
H -1.5239 0.3593 3.7071  0.5820
C 2.0431 -3.4823 -2.6137  0.2060
H 4.5875 2.5848 1.1522  0.3267
H 3.3838 -2.1268 -1.6895  0.2440
C -4.7692 -1.7041 -4.8873  -0.5228
O 1.4087 -1.5976 1.8937  -0.3814

Forces on the atoms, in the same order (eV/Å):
H 0.0 0.0 0.0
C 0.3 -0.1 -0.1
N -0.6 0.0 0.6
C 0.0 0.0 0.0
H -0.1 0.0 0.0
C 0.0 0.0 0.0
H 0.0 0.0 0.0
H -0.1 -0.1 0.1
C 0.0 0.0 -0.1
H 0.0 0.0 0.0
C 0.0 0.0 0.0
N 0.0 0.0 0.0
N 0.1 0.3 -0.4
S 0.1 0.0 0.1
N 0.0 0.0 0.0
C -0.3 -0.1 -0.5
O 0.0 0.0 -0.1
H 0.0 0.0 0.0
O 0.0 -0.1 0.4
C -0.1 0.2 0.2
C 0.0 0.0 0.1
H 0.0 0.0 0.0
H 0.0 0.0 0.0
N -0.1 0.1 0.0
Sn 0.0 0.0 0.1
C 0.1 -0.3 0.1
H -0.1 0.0 0.0
C 0.1 -0.1 0.0
C 0.1 -0.1 0.0
C 0.2 -0.1 -0.3
O 0.0 0.0 0.0
N 0.2 0.1 0.1
Te 0.0 0.0 0.0
C -0.2 0.2 0.2
S 0.0 -0.1 0.1
H 0.0 0.0 0.0
H 0.0 0.0 0.0
C -0.1 0.0 0.1
C 0.0 0.0 0.0
C -0.4 0.1 0.1
O 0.0 0.0 0.0
H 0.0 0.0 0.0
C 0.2 -0.1 -0.1
H 0.7 -0.3 -0.8
C 0.0 -0.1 0.0
H 0.0 0.0 0.0
C 0.0 0.0 0.0
H 0.0 0.0 0.0
C 0.1 0.0 0.0
O 0.2 0.1 0.0
C 0.0 0.0 0.0
H 0.0 0.0 0.0
O -0.1 0.1 0.0
C 0.0 0.1 0.1
C 0.0 0.0 0.0
H 0.0 0.0 0.0
H 0.0 0.0 0.0
C -0.2 0.1 0.2
N 0.0 0.1 -0.2
O -0.2 0.3 0.2
H 0.0 0.0 0.0
C 0.1 0.0 0.0
H 0.0 0.0 0.0
H 0.0 0.0 0.0
C 0.0 0.0 0.0
O -0.1 0.1 0.0

## Properties
LUMO	3.3963	eV
energy above the lowest of the compared OMol25 structures with the same formula, charge and spin	30.8	kcal/mol
HOMO	-1.540	eV
charge	-2
frontier orbital gap	0.181	Ha

[2]
Density functional theory data (the ωB97M-V functional and the def2-TZVPD basis) for a structure of composition C26H22AuN4OS2.

Each line ends with the Mulliken charge.
Cartesian coordinates (Å):
Au 0.2859 0.5878 0.4702  1.1288
C 0.0991 4.7349 3.5360  -0.5375
S -3.6482 -1.3246 -1.6989  -0.0783
H 0.5334 -4.2762 -3.3194  0.4599
C 3.8439 -1.6730 1.0802  -0.7513
C -1.2216 -1.3791 -3.1073  0.5348
H 2.4232 -2.7059 -3.0199  0.4696
C 0.4349 -4.3507 0.4242  -0.5147
H -2.6530 0.2198 -3.2391  0.4138
N 2.3093 0.0119 0.4485  -0.1208
C 1.4055 -2.3351 -3.0328  -0.5588
C 4.5744 0.5929 0.8094  -0.8310
C 1.5635 -3.5492 0.5089  -0.7077
H 1.8628 3.8696 2.6528  0.4478
H -3.5970 3.8583 0.5341  0.5570
C 0.3443 -3.2168 -3.1984  -0.6831
H -3.5471 2.6201 -0.7415  0.3686
H -1.7808 -3.4303 -3.3854  0.4320
C -0.8059 -3.7541 0.4395  -0.9262
C -0.1523 -0.5020 -2.9444  -0.2110
C 1.4132 -2.1822 0.6025  0.7428
H 0.6518 5.3410 4.2416  0.4017
C -3.4267 2.8069 0.3251  -1.8373
H 5.3403 1.3539 0.8294  0.4393
H 1.9774 -0.2765 -2.8288  0.4623
H -4.1622 2.1958 0.8507  0.4354
C -1.9789 4.0108 2.6062  -0.8492
C -1.3038 3.1726 1.7099  -0.1956
C -2.0557 2.3854 0.7468  1.9526
C -1.2932 4.7774 3.5218  -0.8125
H -3.1933 -1.2971 -3.9751  0.5609
C 2.5698 -1.2729 0.7177  0.8088
C 3.2754 0.9329 0.4898  -0.1180
C 0.7823 3.9184 2.6588  -0.4109
C -0.8894 -2.3723 0.5124  0.0130
S -3.8112 -0.4233 1.0680  -0.2523
C 0.0879 3.1273 1.7450  0.5913
H -1.8316 5.4009 4.2206  0.4211
N 0.1942 -1.5971 0.5845  -0.1659
C -3.1059 -0.2521 -0.4433  0.0791
C -0.9574 -2.7396 -3.2409  -0.3083
H 4.0416 -2.7023 1.3378  0.4185
C 4.8557 -0.7273 1.1243  -0.4191
C -2.6351 -0.8630 -3.1447  -1.3464
O 0.8297 2.4057 0.8846  -0.7885
H 2.9771 1.9492 0.2720  0.5576
H 5.8573 -1.0207 1.4080  0.4530
H -3.0598 4.0375 2.6002  0.4452
H 0.5344 -5.4249 0.3453  0.4740
C 1.1541 -0.9753 -2.9156  -0.4684
N -2.1713 0.6377 -0.8201  -0.3609
H -0.3479 0.5599 -2.8791  0.3901
H -1.7169 -4.3327 0.3938  0.4797
N -1.5873 1.3123 0.2054  -0.1420
H 2.5504 -3.9866 0.4911  0.3160
H -1.8391 -1.8775 0.5378  0.1410

Forces on the atoms, in the same order (eV/Å):
Au -0.1 -0.5 0.2
C 0.0 0.0 0.0
S -0.1 -0.1 -0.2
H 0.0 0.0 0.0
C 0.0 0.0 -0.1
C 0.0 0.0 0.1
H 0.0 0.0 0.0
C 0.0 -0.1 0.0
H 0.0 0.0 0.0
N -0.2 0.3 0.5
C 0.0 0.0 0.0
C 0.0 0.0 -0.1
C 0.0 0.0 0.1
H 0.0 0.0 0.0
H 0.0 0.0 0.0
C 0.0 0.0 0.0
H 0.0 0.0 0.0
H 0.0 0.0 0.0
C -0.1 0.0 0.1
C 0.0 0.0 -0.1
C 0.0 0.0 0.1
H 0.0 0.0 0.0
C 0.1 0.3 -0.1
H 0.0 0.0 0.0
H 0.0 0.0 0.0
H 0.0 0.0 0.0
C -0.1 0.0 0.1
C -0.2 -0.1 0.1
C -0.3 -0.1 -0.2
C 0.1 0.0 0.0
H 0.1 0.0 -0.1
C 0.0 -0.1 -0.1
C 0.1 0.0 -0.1
C 0.1 0.0 0.0
C 0.2 0.0 0.0
S 0.1 -0.3 0.0
C 0.2 0.1 0.1
H 0.0 0.0 0.0
N -0.1 0.2 -0.6
C 0.2 0.6 0.1
C 0.0 0.0 0.1
H 0.0 0.0 0.0
C 0.0 0.0 0.0
C 0.0 0.0 0.1
O 0.2 0.4 -0.4
H 0.0 0.0 0.1
H 0.0 0.0 0.0
H 0.0 0.0 0.0
H 0.0 0.0 0.0
C 0.0 0.0 0.0
N 0.0 -0.5 0.1
H 0.0 0.0 0.0
H 0.0 0.0 0.0
N 0.1 -0.4 0.2
H 0.0 0.0 0.0
H -0.3 0.1 0.0

## Properties
LUMO	-4.7825	eV
energy above the lowest of the compared OMol25 structures with the same formula, charge and spin	13.1	kcal/mol
HOMO	-10.448	eV
charge	+1
frontier orbital gap	0.208	Ha

[3]
Density functional theory data (the ωB97M-V functional and the def2-TZVPD basis) for a structure of composition C26H22BBrCaClN6O6S2 at a distorted geometry.

Each line ends with the Mulliken charge.
Cartesian coordinates (Å):
C -2.2950 5.8176 -1.3697  -0.5348
O -1.2539 -1.0401 0.8545  -0.7510
H -3.4228 -3.5542 -4.7911  0.4010
C -2.0552 3.8971 0.0657  -0.3011
O -6.9314 -0.3446 0.9581  -0.6093
H 1.1133 4.0640 -0.6869  0.3041
C 1.7853 3.4966 -1.3227  -0.7950
O -3.0450 -2.3709 0.5968  -0.7914
Ca 0.0249 0.2857 -0.1648  1.7289
S 0.9228 2.2544 1.5503  -0.4526
H -0.7679 5.5969 0.1317  0.4692
C -1.6273 5.1474 -0.3518  -0.5951
O 0.3018 1.2056 -4.3417  -0.7202
N 2.7316 2.7708 -0.4711  0.2986
N 2.7244 -0.4894 2.5653  0.3773
C -3.8301 3.9681 -1.5685  -0.4012
H 5.5090 1.2601 0.2701  0.4554
H 4.4656 2.8264 -1.7533  0.4420
C 1.5754 -2.0029 3.6948  -0.2952
H -3.9054 5.7272 -2.7854  0.3675
N -2.6310 1.0601 0.0427  -0.1795
C -5.8174 -0.7457 0.7380  0.3206
H -1.5226 3.3761 0.8482  0.3867
C 2.2203 -1.3452 1.6541  -0.2409
C 0.8188 -3.4101 1.7432  -0.7836
C -3.3005 -0.0312 0.3881  0.1729
C 2.4489 2.1842 0.7183  -0.1632
C -0.1523 0.5212 -3.4438  0.0572
H 0.0118 -3.0676 1.1054  0.1979
H 1.2087 2.8192 -1.9502  0.1271
H -1.2198 -1.4653 -1.7879  0.0954
H -1.0659 -0.1205 -5.8451  0.5639
C 2.3236 -0.8894 3.8247  -0.8295
H 1.0621 -2.6086 4.4203  0.4303
C -1.5182 -1.5508 -2.8247  0.3096
H -4.6681 3.4902 -2.0582  0.4684
Br -2.8095 -2.0718 -7.2609  -0.2335
O -5.5212 -2.0412 0.7332  -0.5916
H 0.4062 -4.0012 2.5575  0.2944
N -3.5747 2.0157 -0.1093  0.2112
N 3.5590 1.5413 1.1138  0.0852
H -4.5535 -2.1866 0.5633  0.4504
N 1.5167 -2.2759 2.3424  0.3162
C -4.8080 1.5260 0.1357  0.2308
C -3.1567 3.3278 -0.5453  0.4329
C -3.3919 5.2223 -1.9774  -0.7220
C -2.4869 -1.2708 0.6447  0.6969
Cl -6.1701 2.5487 0.0880  -0.1465
C -1.4372 -0.8184 -5.1079  -0.4924
H 4.9005 0.1979 2.2938  -0.2186
O 0.0387 0.6923 -2.1723  -0.4928
C -1.0542 -0.6540 -3.7815  0.0353
C -2.2817 -1.8597 -5.4463  0.0554
B 3.7810 0.6771 2.4082  0.5145
S 2.3660 -1.2894 -0.0728  -0.3966
C -4.6908 0.1896 0.4425  -0.1399
H 2.3586 4.1775 -1.9487  0.3724
H 1.5154 -4.0110 1.1651  0.3355
C 4.0383 2.4822 -0.8273  -0.5141
H -1.9570 6.7950 -1.6906  0.3936
H 3.6778 1.3537 3.4201  -0.2164
C -2.7582 -2.7523 -4.4990  -0.3531
H -2.7235 -3.2745 -2.4132  0.4523
H 2.5975 -0.3264 4.6997  0.4606
C -2.3664 -2.5934 -3.1761  -0.8157
C 4.5436 1.7234 0.1636  -0.5349

Forces on the atoms, in the same order (eV/Å):
C 0.0 -0.1 0.1
O -1.4 -1.3 0.4
H 0.0 0.0 0.0
C 0.1 0.1 0.1
O -0.2 0.2 0.0
H 0.0 0.0 0.0
C 0.3 0.0 0.3
O 0.3 -0.2 0.0
Ca 0.9 0.7 0.8
S 0.5 0.2 -0.1
H 0.0 0.0 0.0
C 0.0 0.1 0.0
O 0.1 0.2 -0.1
N -0.3 0.1 -0.4
N 0.3 0.3 0.0
C 0.0 0.2 -0.2
H -0.1 0.0 0.0
H -0.1 0.0 0.0
C -0.1 -0.1 -0.2
H 0.0 0.0 0.0
N -0.5 0.0 0.3
C 0.2 -0.4 0.1
H 0.0 0.0 0.0
C 0.1 0.2 0.0
C 0.1 0.2 0.2
C 0.4 0.0 -0.1
C -0.1 0.0 0.1
C 0.0 -0.1 0.9
H -0.1 0.1 -0.1
H 0.0 -0.1 0.0
H 0.0 0.0 -0.1
H 0.0 0.0 0.0
C 0.1 0.1 -0.2
H 0.0 0.0 0.0
C 0.0 -0.1 0.0
H 0.1 0.0 0.0
Br 0.0 0.0 0.0
O -0.9 0.6 0.0
H 0.0 0.0 0.0
N 0.7 0.3 -0.4
N 0.1 -0.2 0.4
H 0.5 -0.3 0.1
N -0.3 -0.4 -0.2
C -0.1 0.4 -0.1
C -0.3 -0.5 0.3
C 0.0 -0.1 0.0
C 0.6 0.4 0.0
Cl 0.0 -0.2 0.1
C -0.1 -0.1 0.0
H -0.2 0.1 0.0
O -0.1 0.2 -2.0
C -0.1 -0.1 -0.1
C 0.0 0.0 0.1
B 0.1 0.0 0.1
S 0.0 -0.1 0.5
C -0.2 -0.2 0.1
H 0.0 0.0 0.0
H 0.1 0.0 0.0
C -0.2 0.1 0.0
H 0.0 0.0 0.0
H 0.0 -0.1 -0.3
C 0.0 0.0 0.0
H 0.0 0.0 0.0
H 0.0 0.0 -0.1
C 0.1 0.1 -0.1
C -0.2 -0.2 0.2

## Properties
LUMO	2.3276	eV
energy above the lowest of the compared OMol25 structures with the same formula, charge and spin	9.4	kcal/mol
HOMO	-5.547	eV
charge	-1
frontier orbital gap	0.289	Ha